Molecular formula: C3H5CaO4
Method: DFT, wB97M-V/def2-TZVPD

Output
Multiplicity: 2
HOMO level (spin up / spin down): -4.61 / -10.29 eV
E_tot: -1095.864607 hartree
LUMO (spin up / spin down): 0.539 / 0.387 eV
ΔE to the lowest compared entry with this formula, charge and spin: 142.5 kJ/mol
Net charge: 0

Atoms and positions in Å:
O: -1.08 0.58 -1.00
C: -0.02 0.36 -0.17
C: -0.67 0.38 -2.35
O: -0.05 0.89 0.98
O: 1.13 0.41 -0.89
C: 0.84 0.59 -2.28
Ca: -0.08 -0.70 2.47
H: -1.18 1.11 -2.98
H: -0.94 -0.64 -2.67
H: 1.14 1.61 -2.57
H: 1.41 -0.15 -2.85
O: -0.32 -1.46 0.49
H: 0.28 -1.97 -0.07